No. 1
Molecular formula: C5H11N2O
Method: DFT, the ωB97M-V functional and the def2-TZVPD basis

ORCA input file:
```
! RIJCOSX wB97M-V def2-TZVPD def2/J DEFGRID3
* xyz 1 1
C -3.07041 0.05081 -0.01409
C -1.61477 0.30462 -0.05877
N -0.78759 -0.59634 0.07541
C 0.76934 -0.43462 -0.05517
N 1.31882 -1.64755 0.57351
C 1.33678 0.22267 -1.17243
C 1.57277 0.85404 0.24789
O 0.98013 1.97354 0.67569
H -3.38247 0.24330 -1.02262
H -3.47299 -0.89933 0.35623
H -3.42329 0.75423 0.82729
H -1.31945 1.31119 -0.39732
H 0.91553 -1.73958 1.50470
H 2.38751 -1.66636 0.54706
H 0.89550 -2.45307 0.05922
H 0.58829 0.66697 -1.77902
H 2.15713 -0.26510 -1.70596
H 2.56073 0.61208 0.80327
H 1.58844 2.70850 0.53512
*
```

As for the orbital gap: 0.3679 Ha.


No. 2
Molecular formula: C3H5NOS2
Method: DFT, the ωB97M-V functional and the def2-TZVPD basis

ORCA input file:
```
! RIJCOSX wB97M-V def2-TZVPD def2/J DEFGRID3
* xyz 0 1
C -1.67747 0.24601 0.14274
C -0.61396 0.22658 -0.99433
C 0.59648 0.22998 -0.10119
N -0.89742 0.15445 1.21167
O -2.87698 0.32493 0.05093
S 1.53924 -1.21640 0.15632
S 1.45136 1.73082 0.09032
H -0.69619 -0.65472 -1.63548
H -0.67942 1.12494 -1.60793
H -1.22190 0.22408 2.16192
H 0.52698 -2.08480 0.10546
H 2.36458 1.28378 0.95783
*
```

As for the orbital gap: 0.3340 Ha.


No. 3
Molecular formula: C4H7NO2
Method: DFT, the ωB97M-V functional and the def2-TZVPD basis

ORCA input file:
```
! RIJCOSX wB97M-V def2-TZVPD def2/J DEFGRID3
* xyz 0 1
C -1.52325 0.05850 0.23531
C 0.60100 -1.36969 1.02540
C -0.04601 -0.30773 0.23849
C 1.24653 1.45122 -0.25600
N -2.18794 -0.55766 -0.83423
O -2.13073 0.76991 1.03117
O 0.19601 -1.54395 -0.32906
H 1.62472 -1.32139 1.28512
H 0.08861 -2.02273 1.67879
H 1.79995 1.58439 0.63220
H 0.61949 2.24112 -0.17652
H 1.52754 1.14690 -1.15501
H -1.81285 -1.11106 -1.55500
H -3.15312 -0.70098 -0.82948
*
```

As for the orbital gap: 0.3560 Ha.


No. 4
Molecular formula: C35H28ClIrN7O4S
Method: DFT, the ωB97M-V functional and the def2-TZVPD basis

ORCA input file:
```
! RIJCOSX wB97M-V def2-TZVPD def2/J DEFGRID3
* xyz 2 2
Ir 1.31989 -0.49274 -1.89622
C 2.43837 -4.66451 -2.54791
C 2.04585 -3.35478 -2.81550
N 1.55556 -2.58596 -1.85019
C 1.44559 -3.10695 -0.60140
C 1.82271 -4.41609 -0.38048
N 2.32620 -5.18803 -1.34096
C 1.08166 -2.16883 0.49003
C 0.85388 -2.48867 1.81188
C 0.66934 -1.46007 2.74572
C 0.93542 -0.14808 2.32085
C 1.11419 0.10083 0.97805
N 1.02071 -0.89669 0.09792
C 1.43678 1.39187 0.32954
C 1.84901 2.52409 0.99856
N 2.18157 3.64400 0.35742
C 2.11469 3.64648 -0.96142
C 1.72568 2.51347 -1.67353
N 1.38603 1.40706 -1.02529
C 0.15579 -1.74035 4.10299
C 0.27833 -2.99437 4.68840
C -0.33760 -3.22794 5.90900
N -1.03506 -2.29856 6.55965
C -1.13082 -1.08955 6.01384
C -0.55461 -0.76510 4.79277
H 2.85930 -5.28625 -3.32782
H 2.12397 -2.93228 -3.80487
H 1.75892 -4.84963 0.60949
H 0.79709 -3.52339 2.11643
H 1.02545 0.65056 3.04256
H 1.93771 2.53147 2.07766
H 2.39814 4.55420 -1.47823
H 1.69177 2.49826 -2.75332
H 0.85491 -3.78744 4.22994
H -0.27525 -4.20039 6.38107
H -1.69989 -0.35263 6.56721
H -0.70266 0.22650 4.38586
C -1.27724 2.50212 2.65092
C -2.66811 2.57454 2.03559
C -3.63471 1.75283 2.90640
C -3.11207 4.04580 2.03427
C -2.71159 2.00586 0.61776
C -3.89410 2.16517 -0.12213
C -4.02159 1.67267 -1.39229
C -2.93829 1.00520 -1.95382
S -2.85222 0.37185 -3.55628
C -1.25364 -0.08852 -3.27908
N -0.77261 0.14940 -2.06525
C -1.74715 0.81630 -1.25756
C -1.65324 1.31259 0.05158
C -0.38597 -0.57043 -4.30278
C -0.77615 -0.90231 -5.59851
C 0.18403 -1.24806 -6.52853
C 1.52802 -1.21484 -6.17050
C 1.91111 -0.88905 -4.87315
C 0.93739 -0.59430 -3.91867
H -1.31654 2.86493 3.67863
H -0.57031 3.13222 2.10398
H -0.90930 1.47526 2.66930
H -3.65623 2.15819 3.91961
H -3.32306 0.70614 2.95514
H -4.65095 1.78355 2.51291
H -2.99603 4.46082 3.03633
H -4.15791 4.16295 1.75296
H -2.50375 4.63847 1.34754
H -4.72575 2.70069 0.31384
H -4.93686 1.80229 -1.95505
H -0.75314 1.16631 0.61148
H -1.82540 -0.88943 -5.87019
H -0.10670 -1.52624 -7.53201
H 2.29042 -1.45107 -6.90166
H 2.96197 -0.84031 -4.62608
O 5.48397 -0.26277 -2.09039
Cl 4.24139 0.25290 -1.67796
O 3.47268 -0.75510 -0.88705
O 4.33310 1.46509 -0.94476
O 3.31789 0.41878 -2.84423
*
```

As for the orbital gap (alpha / beta): 0.2459 / 0.2065 Ha.


No. 5
Molecular formula: C4H5BrSi
Method: DFT, the ωB97M-V functional and the def2-TZVPD basis

ORCA input file:
```
! RIJCOSX wB97M-V def2-TZVPD def2/J DEFGRID3
* xyz 0 3
C -0.33621 1.01496 0.77376
C -0.17240 1.20489 -0.62279
C 0.16250 -0.16648 1.28438
C 0.51928 0.25232 -1.31533
Si 0.78234 -1.17954 -0.09326
Br 1.99729 -2.88225 -0.71755
H -0.79989 1.76019 1.44742
H -0.56304 2.08810 -1.11381
H -0.07053 -0.31304 2.35082
H 0.77086 0.17982 -2.29763
H -2.29020 -1.95897 0.30398
*
```

As for the orbital gap (alpha / beta): 0.2639 / 0.2672 Ha.


No. 6
Molecular formula: C4H16BInO4
Method: DFT, the ωB97M-V functional and the def2-TZVPD basis

ORCA input file:
```
! RIJCOSX wB97M-V def2-TZVPD def2/J DEFGRID3
* xyz 2 1
In 0.06510 1.25214 1.11095
B 2.03518 -0.32086 2.83045
H 1.33025 -1.14140 2.47160
H 2.40716 0.26756 1.88276
H 1.45629 0.45908 3.47286
H 2.99788 -0.66084 3.38117
C 1.68760 2.43578 -1.95680
C 0.65458 1.60566 -2.63818
O -0.32493 1.14681 -1.67391
O 2.12081 1.80278 -0.74697
H 1.30030 3.40333 -1.63481
H 2.52966 2.71424 -2.59371
H 1.03217 0.73166 -3.16751
H 0.17332 2.33524 -3.29521
H -0.90282 0.57630 -2.19421
H 2.65983 1.02264 -0.95150
C -2.67958 -1.67440 0.10484
C -1.66766 -2.39522 0.95980
O -1.02880 -1.36345 1.73281
O -2.15818 -0.50453 -0.54327
H -3.55640 -1.34330 0.66870
H -3.16109 -2.35637 -0.60080
H -0.94218 -3.02316 0.44404
H -2.25776 -2.99427 1.65426
H -1.14844 -1.62192 2.65538
H -2.62230 -0.35349 -1.37274
*
```

As for the orbital gap: 0.1372 Ha.


No. 7
Molecular formula: C4H8N2O
Method: DFT, the ωB97M-V functional and the def2-TZVPD basis

ORCA input file:
```
! RIJCOSX wB97M-V def2-TZVPD def2/J DEFGRID3
* xyz 0 1
C 1.18898 -0.87968 -0.89211
C 0.18147 -0.16902 -0.00580
C -0.09229 1.26659 -0.41151
N -0.70797 2.04193 0.51984
O 0.19750 1.66582 -1.52711
C -0.94462 -1.05793 0.35830
N -0.15204 -0.43482 1.40118
H 1.66158 -1.73860 -0.40589
H 0.62745 -1.25255 -1.75762
H 1.95219 -0.21674 -1.28648
H -0.78688 1.73152 1.47766
H -0.85211 3.00884 0.27291
H -1.97187 -0.75129 0.22579
H -0.75211 -2.11507 0.15931
H 0.45072 -1.09900 1.87153
*
```

As for the orbital gap: 0.3898 Ha.


No. 8
Molecular formula: C35H43ClP2Si2Tc
Method: DFT, the ωB97M-V functional and the def2-TZVPD basis

ORCA input file:
```
! RIJCOSX wB97M-V def2-TZVPD def2/J DEFGRID3
* xyz 2 4
C -1.11226 -0.34466 1.77534
C -1.85696 0.25367 0.70432
C -1.83424 -0.65350 -0.39936
H -2.40703 1.18230 0.76020
C -1.08782 -1.80973 -0.01142
C -0.66388 -1.63895 1.33460
H -0.10018 -2.35266 1.92531
H -1.02972 0.07309 2.77425
H -2.32842 -0.50038 -1.34445
H -0.88513 -2.66733 -0.62709
Tc 0.22203 -0.03916 0.04773
Si 2.82267 0.36694 -7.86888
C 2.11488 1.86820 -8.72605
C 2.67719 2.56009 -9.82088
H 3.62748 2.23199 -10.24425
C 2.01413 3.66875 -10.37109
H 2.45044 4.20552 -11.21468
C 0.79294 4.10265 -9.84079
H 0.28574 4.97146 -10.25547
C 0.22600 3.41549 -8.76160
H -0.72892 3.73453 -8.34071
C 0.88125 2.30897 -8.20712
H 0.43190 1.77850 -7.36393
C 2.20680 -1.13546 -8.77722
C 1.12007 -1.08882 -9.67721
H 0.71441 -0.13055 -9.99872
C 0.53836 -2.27353 -10.15058
H -0.34446 -2.22516 -10.78716
C 1.07664 -3.51641 -9.80282
H 0.60640 -4.43672 -10.14090
C 2.23733 -3.56405 -9.02061
H 2.68767 -4.52766 -8.77797
C 2.81888 -2.38375 -8.53762
H 3.74136 -2.42229 -7.95754
H 2.53698 0.30477 -6.41685
Si 0.36157 0.17161 -2.50026
C -0.37128 -1.36044 -3.34158
C -1.50549 -1.33184 -4.16716
H -2.03253 -0.39442 -4.33875
C -1.99363 -2.50668 -4.75842
H -2.86147 -2.45552 -5.42190
C -1.38020 -3.73208 -4.50450
H -1.75645 -4.64615 -4.96641
C -0.27931 -3.78560 -3.63921
H 0.19968 -4.74036 -3.41822
C 0.20540 -2.60735 -3.05026
H 1.02479 -2.67698 -2.33500
C -0.71638 1.56942 -3.22604
C -1.99106 1.90749 -2.73787
H -2.39985 1.43643 -1.84273
C -2.77822 2.88472 -3.37221
H -3.75307 3.14461 -2.96612
C -2.30578 3.52258 -4.52393
H -2.91351 4.28287 -5.02015
C -1.04901 3.19113 -5.02160
H -0.65970 3.69099 -5.91369
C -0.25306 2.23424 -4.37391
H 0.74029 2.01428 -4.75805
H 4.29326 0.47161 -7.98289
Cl 2.31920 0.37738 -3.16864
C 1.61755 2.96496 -0.75526
P 0.42263 2.20256 0.35182
C -1.02128 3.30637 0.20926
C 1.09958 2.76720 2.01007
C 1.42072 1.57386 2.89732
P 1.85554 0.04955 1.87721
C 3.63357 0.25604 1.60298
C 1.82986 -1.20439 3.21301
H 2.26105 2.22463 -1.23352
H 2.20122 3.69700 -0.16507
H 1.03190 3.50362 -1.51994
H -0.59528 4.32391 0.26255
H -1.50867 3.19551 -0.76566
H -1.73972 3.18420 1.02433
H 1.98207 3.39966 1.83110
H 0.30839 3.38577 2.45484
H 2.26287 1.77312 3.57194
H 0.51981 1.29165 3.45962
H 4.14306 0.33094 2.58661
H 4.00791 -0.64455 1.11137
H 3.85046 1.11528 0.96379
H 2.70507 -1.05772 3.84623
H 0.91020 -1.14723 3.81185
H 1.87280 -2.21005 2.77731
*
```

As for the orbital gap (alpha / beta): 0.2639 / 0.1078 Ha.


No. 9
Molecular formula: C5H11N
Method: DFT, the ωB97M-V functional and the def2-TZVPD basis

ORCA input file:
```
! RIJCOSX wB97M-V def2-TZVPD def2/J DEFGRID3
* xyz 0 1
C 0.43922 -1.48807 -0.82955
C -0.85893 -0.65280 -0.83574
C -0.52506 0.57602 -0.04129
C -0.17678 0.40102 1.41123
N 1.18457 -0.10307 1.43923
C -0.10441 1.73016 -0.67295
H 0.21822 -2.54472 -0.66913
H 1.04490 -1.09869 0.23546
H 0.94835 -1.41567 -1.79882
H -1.68744 -1.16644 -0.36334
H -1.15957 -0.37341 -1.85632
H -0.90430 -0.19552 1.91861
H -0.24154 1.38016 1.89291
H 1.32971 -0.54394 2.32928
H -0.48604 1.96087 -1.66228
H 0.19410 2.59128 -0.08934
H 0.78500 0.94280 -0.40793
*
```

As for the orbital gap: 0.2318 Ha.


No. 10
Molecular formula: C15H21FN2O4S
Method: DFT, the ωB97M-V functional and the def2-TZVPD basis

ORCA input file:
```
! RIJCOSX wB97M-V def2-TZVPD def2/J DEFGRID3
* xyz 0 1
C 0.27956 4.44006 -4.59962
N 0.47964 3.43632 -3.55353
C 0.23331 3.64072 -2.25116
O -0.17021 4.72343 -1.84947
C 0.55364 2.50320 -1.25242
C 0.44204 1.08937 -1.85596
C 0.99532 0.00168 -0.93418
S 1.21533 -1.58604 -1.77804
C -0.51397 -2.10321 -1.95905
N -0.15064 2.58537 0.04488
C -1.45560 2.63369 0.32120
C -2.50436 2.51545 -0.76812
O -1.81449 2.73515 1.48345
H 1.11427 5.14354 -4.59887
H 0.21347 3.96090 -5.57759
H -0.64197 4.99700 -4.41354
H 0.84263 2.53867 -3.83088
H 1.61161 2.64199 -1.02965
H 1.03448 1.04672 -2.76943
H -0.58902 0.86306 -2.11600
H 1.97116 0.31978 -0.56603
H 0.33287 -0.13182 -0.07841
H -0.55051 -3.08866 -2.42451
H -1.05054 -1.39428 -2.58857
H -0.98959 -2.15302 -0.97895
H 0.42566 2.70537 0.86210
H -2.33546 3.26365 -1.53736
H -3.48250 2.69040 -0.32279
H -2.48871 1.51491 -1.18827
O -1.64609 -5.45130 3.91499
C -0.78794 -4.79617 4.47915
O -0.58033 -4.88793 5.81226
C 0.06145 -3.85534 3.71711
C 0.88791 -2.94485 4.41168
C 1.70438 -2.03849 3.72748
C 1.72156 -2.03011 2.33384
C 0.91730 -2.93065 1.63574
C 0.08427 -3.83090 2.30399
F -0.66085 -4.66025 1.53489
H -1.22941 -5.54390 6.10796
H 0.89715 -2.93162 5.49897
H 2.32967 -1.34600 4.28391
H 2.35920 -1.33469 1.79500
H 0.93432 -2.95121 0.55381
*
```

As for the orbital gap: 0.3428 Ha.


No. 11
Molecular formula: C4H12NS
Method: DFT, the ωB97M-V functional and the def2-TZVPD basis

ORCA input file:
```
! RIJCOSX wB97M-V def2-TZVPD def2/J DEFGRID3
* xyz 1 1
C 0.35974 -0.58182 -1.89983
C -0.69662 0.00000 -0.89161
S -0.27957 1.74137 -0.46371
C -1.42833 1.94349 1.00642
H 0.34142 -1.70470 -1.78605
H 1.37499 -0.25568 -1.73250
H 0.08109 -0.29788 -2.91398
H -0.74179 -0.47144 0.09517
H -1.69109 -0.00417 -1.31742
H -2.41054 1.58642 0.77736
H -1.00526 1.28478 1.77462
H -1.41013 2.94975 1.36996
C 1.43143 -1.59679 0.74204
N 1.15686 -0.46100 1.25867
H 2.10529 -1.64297 -0.11575
H 1.01150 -2.49958 1.23486
H 0.75964 -0.38867 2.18236
H 1.04137 0.39889 0.67938
*
```

As for the orbital gap: 0.2718 Ha.


No. 12
Molecular formula: CH4NO3Sn3
Method: DFT, the ωB97M-V functional and the def2-TZVPD basis

ORCA input file:
```
! RIJCOSX wB97M-V def2-TZVPD def2/J DEFGRID3
* xyz 5 1
Sn -1.83343 -1.15263 -3.91864
Sn -4.06617 0.85398 -0.12590
Sn 0.65361 2.84683 -1.85639
O -1.46672 0.72095 -1.64281
H -0.84093 0.23459 -1.07379
C 0.65440 -1.00997 1.20351
N 1.64682 0.11810 1.18120
O 1.33365 1.21436 0.65404
O 2.59978 -0.04008 1.86363
H 1.00987 -1.73785 0.47461
H -0.35671 -0.64203 1.02206
H 0.66584 -1.40626 2.21848
*
```

As for the orbital gap: 0.1640 Ha.